Record 1
A cluster of 2 separate species, CH8N3 in total in a non-equilibrium geometry, computed with ωB97M-V/def2-TZVPD.

Each line ends with the Mulliken charge.
CARTESIAN COORDINATES (ANGSTROEM)
N -1.0404 -0.1473 0.0837  -0.2105
N 1.2890 -1.3604 1.1445  -0.8533
N -0.1443 1.6073 -1.2084  -0.3209
C -1.1253 0.9266 -0.6245  0.2369
H -1.8759 -0.5317 0.4965  0.2472
H 1.0456 -1.5873 2.1002  0.2587
H 2.1625 -0.8477 1.1332  0.2605
H -0.1502 -0.7098 0.1173  0.3114
H 0.6983 1.1053 -1.4313  0.2267
H -2.1160 1.2399 -0.8926  0.3147
H -0.2182 2.5341 -1.5716  0.2427
H 1.4749 -2.2291 0.6530  0.2857

The molar mass comes out at 62.10 g/mol. As for the charge: +1. The HOMO-LUMO gap comes out at 0.4163 Eh. Its largest force on an atom is 0.03418 hartree/bohr. The value obtained for the electronic energy is -206.94152 a.u.

***

Record 2
A cluster of 2 separate species, CH8N3 in total, computed with ωB97M-V/def2-TZVPD.

Each line ends with the Mulliken charge.
CARTESIAN COORDINATES (ANGSTROEM)
N -0.6784 1.5035 0.7105  -0.6527
N -0.6051 -0.8838 -0.3382  -0.6211
N 1.5905 -0.1912 -0.3588  -0.4550
C 0.8186 -1.1479 -0.5344  -0.0913
H 2.5590 -0.4647 -0.5125  0.2765
H -1.5036 2.0834 0.5980  0.3463
H -0.7161 0.4034 0.1964  0.4491
H 0.1284 2.0078 0.3501  0.3629
H -1.1090 -0.8825 -1.2242  0.3191
H -0.5184 1.3652 1.7046  0.3535
H -1.0442 -1.6234 0.2051  0.3242
H 1.0783 -2.1698 -0.7967  0.3886

The molar mass comes out at 62.10 g/mol. As for the charge: +1. The HOMO-LUMO gap comes out at 0.4441 Eh. Its largest force on an atom is 0.01631 hartree/bohr. The value obtained for the electronic energy is -206.92028 a.u.

***

Record 3
A cluster of 2 separate species, CH8N3O in total in a non-equilibrium geometry, computed with ωB97M-V/def2-TZVPD.

Each line ends with the Mulliken charge.
CARTESIAN COORDINATES (ANGSTROEM)
O -2.1531 -0.5770 1.5274  -0.6891
N 0.2659 0.7239 0.5909  -0.3830
N 0.0037 -0.8928 -1.0294  -0.3603
N 1.8736 0.4844 -1.0759  -0.3510
C 0.7049 0.1451 -0.5338  0.7007
H -0.3511 0.1340 1.1695  0.2609
H 2.2975 -0.0759 -1.7936  0.2205
H -2.6580 0.0486 0.9880  0.3552
H 2.3643 1.2373 -0.6186  0.2229
H 0.2403 -1.1718 -1.9688  0.2541
H -2.5637 -0.4169 2.3915  0.3154
H 0.9396 1.2731 1.0986  0.2439
H -0.9639 -0.9119 -0.7457  0.2097

The molar mass comes out at 78.09 g/mol. As for the charge: +1. The HOMO-LUMO gap comes out at 0.4588 Eh. Its largest force on an atom is 0.02386 hartree/bohr. The value obtained for the electronic energy is -282.21385 a.u.

***

Record 4
The ion CH8N4P with charge +1 in a non-equilibrium geometry, computed with ωB97M-V/def2-TZVPD.

Each line ends with the Mulliken charge.
CARTESIAN COORDINATES (ANGSTROEM)
P -1.5307 -0.3242 -0.9578  -0.2169
N 0.1750 -0.6921 1.4211  0.3680
N 0.1997 1.8527 -1.0259  -0.3269
N 1.1024 -1.7288 1.3998  -0.5880
N 0.6261 0.4097 0.7064  -0.6803
C -0.1050 0.6949 -0.3994  0.5374
H -0.2712 2.0412 -1.8988  0.2123
H -0.9408 -0.9616 -2.0544  0.1340
H 1.4147 -1.9389 0.4393  0.3034
H 1.7873 -1.3883 2.0802  0.2880
H 0.1667 -0.4654 2.4265  0.3564
H -0.6885 -1.0387 0.8365  0.2700
H -1.9903 0.7972 -1.6573  0.0959
H 1.0334 2.2705 -0.8541  0.2466

The molar mass comes out at 107.08 g/mol. As for the charge: +1. The SMILES is N[NH2+]/N=C(/N)P. The HOMO-LUMO gap comes out at 0.3817 Eh. Its largest force on an atom is 0.08298 hartree/bohr. The value obtained for the electronic energy is -602.91948 a.u.

***

Record 5
The ion CH8N4P with charge +1 in a non-equilibrium geometry, computed with ωB97M-V/def2-TZVPD.

Each line ends with the Mulliken charge.
CARTESIAN COORDINATES (ANGSTROEM)
P -0.3930 -0.1098 -0.5871  0.4119
N 1.7694 0.3694 -0.5848  -0.4883
N 2.5806 0.3810 0.5915  -0.5057
N -2.4457 -0.3757 0.1859  -0.7205
N 0.7721 -2.8034 -0.2305  -0.2797
C 0.3149 -1.7634 -0.0628  0.1724
H 2.5504 -0.5767 1.0479  0.3019
H 2.1834 1.0778 1.1449  0.2446
H 2.2094 -0.3850 -1.2722  0.4049
H -2.5038 -1.1936 0.7720  0.3105
H -2.4437 0.5577 0.5685  0.3710
H -0.3850 0.3310 0.7720  0.0499
H -3.0178 -0.3271 -0.6954  0.3514
H 1.9017 1.3210 -1.0985  0.3757

The molar mass comes out at 107.08 g/mol. As for the charge: +1. The HOMO-LUMO gap comes out at 0.3578 Eh. Its largest force on an atom is 0.06773 hartree/bohr. The value obtained for the electronic energy is -602.94000 a.u.

***

Record 6
The ion CH8N4S with charge +2 in a non-equilibrium geometry, computed with ωB97M-V/def2-TZVPD.

Each line ends with the Mulliken charge.
CARTESIAN COORDINATES (ANGSTROEM)
S 2.6117 -0.0449 0.0589  -0.1385
N 0.1578 -1.1811 0.3447  0.1920
N -1.1166 -1.3989 0.1276  -0.4371
N 0.1773 1.0917 0.3060  0.2193
N -1.0847 1.3208 0.0859  -0.3815
C 0.8408 -0.0842 -0.2959  -0.1661
H -1.6325 1.9669 0.6007  0.2983
H -1.4588 1.2907 -0.9273  0.3352
H -1.3007 -1.3641 -0.9132  0.3351
H 3.0620 0.4103 -1.0288  0.2412
H -1.8354 -1.9664 0.7306  0.3592
H 0.6508 1.6735 1.0274  0.3337
H 0.4386 0.0387 -1.2776  0.4953
H 0.4897 -1.7529 1.1610  0.3140

The molar mass comes out at 108.17 g/mol. As for the charge: +2. The SMILES is NN[C@@H](S)[NH+]=[NH2+]. The HOMO-LUMO gap (alpha / beta) comes out at 0.2881 / 0.2858 Eh. Its largest force on an atom is 0.07192 hartree/bohr. The value obtained for the electronic energy is -659.27311 a.u.

***

Record 7
The ion CH8N4S2 with charge +2 in a non-equilibrium geometry, computed with ωB97M-V/def2-TZVPD.

Each line ends with the Mulliken charge.
CARTESIAN COORDINATES (ANGSTROEM)
S 1.0919 -1.2657 0.4491  -0.0703
S 2.1055 1.0127 -1.2131  -0.0865
N 0.3288 0.5816 1.3145  0.0880
N -0.2926 -0.1870 -1.5710  0.1811
N -0.4521 0.5198 2.3125  -0.3987
N -1.3328 -1.0207 -1.3241  -0.6124
C 0.8158 -0.0957 -0.8774  0.6451
H 1.5245 1.7115 -2.2024  0.2222
H -1.1061 -1.9440 -0.9759  0.2762
H 1.2439 0.9702 1.5774  0.3518
H -0.1621 0.5858 3.2916  0.2882
H 2.4205 -1.0799 0.5408  0.2760
H -2.0482 -1.0267 -2.0437  0.2963
H -0.4859 0.5235 -2.2824  0.2631
H -1.4298 0.2832 2.1396  0.2798

The molar mass comes out at 140.24 g/mol. As for the charge: +2. The HOMO-LUMO gap (alpha / beta) comes out at 0.2932 / 0.2932 Eh. Its largest force on an atom is 0.05951 hartree/bohr. The value obtained for the electronic energy is -1057.50517 a.u.

***

Record 8
A cluster of 2 separate species, CH8N5 in total in a non-equilibrium geometry, computed with ωB97M-V/def2-TZVPD.

Each line ends with the Mulliken charge.
CARTESIAN COORDINATES (ANGSTROEM)
N -0.8533 0.0135 1.6902  0.2270
N -0.7527 -0.9345 0.9139  -0.4537
N 0.1906 -0.5990 -1.5920  -0.2477
N -1.3349 -0.1549 2.8935  -0.4716
N 1.6797 1.2698 -2.0876  -0.2982
C 0.6345 0.6073 -1.5064  0.1997
H 1.9697 2.1636 -1.9961  0.2076
H 0.6358 -1.3028 -2.1432  0.2329
H -0.4790 -0.8494 -0.7822  0.3652
H 0.1660 1.0597 -0.6940  0.3031
H 2.1557 0.8841 -2.8812  0.2340
H -1.5983 -1.0863 3.2440  0.2254
H -1.0447 0.6150 3.6124  0.3018
H -1.3690 -1.6862 1.3285  0.1744

The molar mass comes out at 90.11 g/mol. As for the charge: +1. The HOMO-LUMO gap comes out at 0.3988 Eh. Its largest force on an atom is 0.11149 hartree/bohr. The value obtained for the electronic energy is -316.37534 a.u.

***

Record 9
A cluster of 2 separate species, CH8NS in total in a non-equilibrium geometry, computed with ωB97M-V/def2-TZVPD.

Each line ends with the Mulliken spin population.
CARTESIAN COORDINATES (ANGSTROEM)
S 0.9434 -0.3757 -0.3716  0.1837
N -0.5309 0.6380 2.0829  1.4841
C 0.0660 -0.4310 -1.9535  0.2324
H -0.3662 0.1163 0.9439  0.1526
H 0.5425 -1.2229 -2.5642  -0.0295
H -1.0586 -0.3727 -1.9638  -0.0731
H 0.1319 1.3526 2.1205  -0.2540
H -0.4795 -0.1110 2.8816  -0.2348
H 0.2727 0.4699 -2.5913  -0.0190
H 1.9647 -1.2252 -0.5455  0.0170
H -1.4862 1.1617 1.9610  -0.4594

The molar mass comes out at 66.15 g/mol. As for the multiplicity: 2. Its expectation value of S² is 0.75. The HOMO-LUMO gap (alpha / beta) comes out at 0.1624 / 0.3705 Eh. Its largest force on an atom is 0.09046 hartree/bohr. The value obtained for the electronic energy is -495.66527 a.u.

***

Record 10
A cluster of 2 separate species, CH8NS in total in a non-equilibrium geometry, computed with ωB97M-V/def2-TZVPD.

Each line ends with the Mulliken charge.
CARTESIAN COORDINATES (ANGSTROEM)
S -0.1674 0.9143 -1.3361  -0.2383
N 1.6474 -0.5802 0.9213  -0.4285
C -1.7439 0.6225 -0.4702  -0.6348
H -2.2117 1.5913 -0.4129  0.2514
H 1.4625 -1.5513 1.1929  0.3904
H -1.6418 0.2176 0.5330  0.2980
H -2.3351 -0.0591 -1.0752  0.2962
H 1.5193 -0.0048 1.7476  0.3884
H 0.9245 -0.3138 0.2189  0.0817
H 2.5825 -0.5150 0.5302  0.3896
H -0.0363 -0.3216 -1.8495  0.2060

The molar mass comes out at 66.15 g/mol. As for the charge: +1. The HOMO-LUMO gap comes out at 0.3544 Eh. Its largest force on an atom is 0.02390 hartree/bohr. The value obtained for the electronic energy is -495.57548 a.u.

***

Record 11
A cluster of 2 separate species, CH8NS in total, computed with ωB97M-V/def2-TZVPD.

Each line ends with the Mulliken charge.
CARTESIAN COORDINATES (ANGSTROEM)
S 0.0599 0.1791 -1.4566  -0.3090
N -1.4227 -0.9367 1.1403  -0.3956
C 1.6375 0.6921 -0.7191  -0.6892
H -2.4155 -0.7001 1.0891  0.3933
H 2.2524 -0.2018 -0.7092  0.2952
H -1.0163 -0.7958 0.1788  0.1402
H -0.4363 1.4090 -1.6716  0.2011
H -1.2859 -1.8823 1.4902  0.3809
H 2.1128 1.4075 -1.3775  0.3032
H -1.0070 -0.2305 1.7488  0.4018
H 1.5210 1.0596 0.2869  0.2781

The molar mass comes out at 66.15 g/mol. As for the charge: +1. The HOMO-LUMO gap comes out at 0.3590 Eh. Its largest force on an atom is 0.01295 hartree/bohr. The value obtained for the electronic energy is -495.57967 a.u.

***

Record 12
A structure of composition CH8Na5O7 in a non-equilibrium geometry, computed with ωB97M-V/def2-TZVPD.

Each line ends with the Mulliken charge.
CARTESIAN COORDINATES (ANGSTROEM)
Na 1.8238 -2.2428 -2.4353  0.9824
Na 0.2783 0.2080 3.1211  0.9279
Na -1.6949 -2.2338 2.2392  0.9971
Na 1.6543 2.7689 1.3384  0.9761
Na 2.1173 -2.3535 1.1731  0.9865
O 1.1074 -0.4885 -0.8088  -0.6993
O -2.1310 1.5524 -1.3917  -0.6389
O 2.0373 2.2585 -1.5024  -0.6076
O 0.2784 -3.5613 -1.3647  -0.6762
O 0.0490 -1.2728 0.9988  -0.9844
O 0.1650 0.9262 0.6279  -0.9891
O -1.9914 1.6127 2.1515  -0.6751
C 0.4180 -0.2822 0.2434  0.6378
H -2.7188 2.0934 1.7251  0.3377
H -1.7273 1.6668 -2.2626  0.3216
H -1.3623 1.3837 1.4437  0.4755
H 0.0996 -2.7513 -0.8551  0.3733
H -1.4894 1.0557 -0.8766  0.2552
H 1.8845 1.3086 -1.3966  0.3270
H 1.1588 2.6445 -1.3913  0.3442
H 0.0433 -4.2931 -0.7772  0.3284

The molar mass comes out at 247.02 g/mol. As for the charge: +3. The HOMO-LUMO gap comes out at 0.2758 Eh. Its largest force on an atom is 0.04709 hartree/bohr. The value obtained for the electronic energy is -1380.35714 a.u.